1.
7 unconnected molecules or ions with the total composition C48H49O29P. Source: OMol25; level of theory: ωB97M-V/def2-TZVPD.

Structure (XYZ):
```
127
Properties=species:S:1:pos:R:3:forces:R:3:mulliken_charge:R:1
C -0.9915 -3.1046 -2.1503 -0.11 -0.29 0.42 -0.33
C -2.0766 -4.1200 -2.4447 0.43 -0.21 -0.57 -0.42
O -3.2123 -3.6157 -3.1247 0.07 -0.02 0.09 -0.48
C -3.7571 -2.4404 -2.5693 -0.70 -0.11 0.06 -0.49
C -4.2296 -2.5366 -1.1088 -0.02 0.78 0.00 -0.57
O -3.8025 -1.3700 -0.4015 0.27 -0.24 0.05 -0.38
C -3.1213 -1.6883 0.7924 0.10 -0.28 -0.13 -0.51
C -2.4825 -0.4549 1.3846 -1.17 -0.54 0.17 -0.77
O -1.6172 0.1513 0.4774 0.31 0.43 0.09 -0.23
C -0.2714 -0.2275 0.6708 0.79 0.00 -0.62 -0.49
P 0.8128 0.9910 -0.2130 -1.14 1.38 -0.85 -0.15
C 1.4205 0.0618 -1.7010 0.51 -0.84 1.14 -0.80
C 2.3294 -1.1868 -1.4197 -1.06 1.65 -0.79 -0.07
O 2.6544 -1.2194 -0.0274 0.67 -0.22 -0.61 0.03
C 2.5968 -2.4316 0.5464 1.50 0.31 1.13 0.44
O 1.7169 -3.1994 0.3994 -2.05 -1.46 -0.83 -0.56
C 3.7464 -2.7188 1.4639 0.70 1.33 0.01 -0.48
C 5.0962 -2.2221 0.9054 0.05 -1.06 0.32 -0.77
H -0.5849 -2.6720 -3.0580 0.02 0.11 -0.18 0.37
H -0.2075 -3.6244 -1.6112 0.36 -0.10 0.00 0.35
H -1.3179 -2.3197 -1.4818 -0.20 0.38 0.07 -0.15
H -1.6330 -4.8668 -3.1079 -0.22 -0.03 -0.07 0.13
H -2.3698 -4.6707 -1.5515 -0.09 0.12 0.34 0.28
H -3.1145 -1.5740 -2.6837 0.43 0.09 0.20 0.31
H -4.6341 -2.2171 -3.1649 -0.13 -0.09 -0.34 0.38
H -5.3156 -2.5370 -1.0762 -0.23 -0.13 -0.03 0.41
H -3.9010 -3.4317 -0.5915 0.25 -0.26 -0.11 0.39
H -2.3197 -2.4109 0.6119 0.05 -0.23 -0.23 0.28
H -3.8283 -2.1627 1.4807 0.05 0.09 0.37 0.48
H -2.0051 -0.7573 2.3188 0.31 0.11 0.08 0.39
H -3.2933 0.2172 1.6571 0.04 0.52 -0.14 0.56
H -0.0782 -1.1960 0.2102 -0.03 -0.36 0.22 0.25
H -0.0021 -0.2534 1.7201 0.00 -0.06 0.31 0.42
H 1.9028 1.2591 0.6397 0.14 -0.72 0.00 -0.17
H 0.5011 -0.2570 -2.1826 -0.21 0.02 -0.12 0.19
H 1.9076 0.7566 -2.3714 0.14 0.21 -0.09 0.54
H 3.2154 -1.0603 -2.0365 0.33 -0.23 0.46 0.03
H 1.8026 -2.0679 -1.7602 -0.01 -0.40 0.38 0.35
H 3.5575 -2.1516 2.3721 -0.17 -0.01 0.29 0.27
H 3.7884 -3.7603 1.7339 -0.31 -0.33 -0.11 0.39
H 5.4771 -1.3707 1.4466 -0.06 0.46 -0.13 0.01
H 5.8115 -3.0244 1.0584 0.29 -0.07 -0.01 0.36
H 5.0610 -2.0560 -0.1624 -0.02 0.33 -0.19 0.24
C -4.1824 -3.1561 6.0938 0.18 -0.12 -0.14 -1.03
C -4.7057 -2.0502 6.6378 -0.16 -0.40 0.00 0.41
C -4.0119 -0.7222 6.5502 0.48 0.26 -0.20 0.99
O -4.5510 0.2461 7.0498 -0.22 -0.13 0.11 -0.62
C -2.7229 -0.6627 5.8723 -0.18 0.13 0.10 -0.92
C -2.1991 -1.7694 5.3321 0.17 0.42 0.01 0.17
C -2.9053 -3.0916 5.3971 -0.49 -0.28 0.21 1.06
O -2.3800 -4.0526 4.8675 0.24 0.14 -0.09 -0.64
O -1.0277 -1.7738 4.7023 -0.09 -0.33 -0.06 -0.53
O -5.8652 -2.0515 7.2854 0.08 0.34 0.03 -0.57
H -4.6744 -4.1168 6.1487 -0.02 0.01 0.01 0.43
H -2.2246 0.2957 5.8293 0.01 0.00 -0.01 0.50
H -0.8871 -2.6956 4.4069 0.04 0.03 -0.02 0.36
H -6.0138 -1.1296 7.5751 -0.02 -0.04 -0.01 0.36
C -2.5295 5.0601 3.5110 -0.15 0.20 -0.09 -0.93
C -1.7795 3.9524 3.5082 -0.10 0.22 0.34 0.12
C -1.5132 3.1831 2.2481 -0.19 0.02 -0.71 1.00
O -0.8102 2.1933 2.3119 0.21 0.01 0.60 -0.49
C -2.1144 3.6529 1.0099 0.13 -0.18 0.02 -0.77
C -2.8674 4.7598 1.0122 0.09 -0.24 -0.30 0.28
C -3.1136 5.5448 2.2674 0.12 -0.02 0.52 0.94
O -3.7940 6.5524 2.1997 -0.05 0.01 -0.28 -0.60
O -3.4428 5.2352 -0.0888 -0.10 0.24 0.26 -0.59
O -1.2204 3.4593 4.6098 0.10 -0.24 -0.20 -0.62
H -2.7274 5.6245 4.4114 0.01 -0.01 0.01 0.46
H -1.9253 3.0759 0.1145 0.02 -0.02 0.02 0.52
H -3.9244 6.0404 0.1828 0.03 -0.03 -0.06 0.32
H -0.7315 2.6621 4.3241 0.01 0.04 0.00 0.33
C -3.0094 -9.1785 -5.7012 -0.19 -0.11 0.12 -0.94
C -1.9405 -8.3904 -5.5273 -0.16 -0.19 -0.37 0.32
C -1.5812 -7.8400 -4.1797 -0.16 0.03 0.55 1.00
O -0.5874 -7.1451 -4.0720 0.09 0.00 -0.39 -0.67
C -2.4433 -8.1604 -3.0574 0.17 0.15 0.14 -0.88
C -3.5151 -8.9430 -3.2236 0.12 0.17 0.26 0.42
C -3.8610 -9.5183 -4.5664 0.17 0.01 -0.57 0.96
O -4.8373 -10.2382 -4.6530 -0.07 0.02 0.26 -0.62
O -4.3351 -9.2605 -2.2283 -0.15 -0.19 -0.27 -0.58
O -1.1319 -8.0478 -6.5250 0.17 0.17 0.26 -0.56
H -3.2779 -9.5840 -6.6663 0.02 0.01 -0.01 0.41
H -2.1778 -7.7405 -2.0973 -0.03 -0.02 0.02 0.43
H -5.0227 -9.8353 -2.6188 0.02 0.02 0.04 0.36
H -0.4427 -7.4788 -6.1296 -0.02 -0.03 -0.05 0.36
C -3.9371 12.7937 0.8821 0.16 -0.03 -0.20 -1.04
C -4.6571 12.3288 1.9103 0.04 0.41 -0.13 0.36
C -4.7021 10.8665 2.2467 0.21 -0.50 -0.20 0.99
O -5.3620 10.5160 3.2061 -0.11 0.27 0.07 -0.63
C -3.9548 9.9436 1.4023 -0.18 -0.06 0.23 -0.87
C -3.2382 10.4089 0.3728 -0.05 -0.38 0.13 0.32
C -3.1722 11.8725 0.0522 -0.19 0.50 0.15 0.88
O -2.4869 12.2293 -0.8880 0.08 -0.25 -0.08 -0.63
O -2.5396 9.6104 -0.4313 0.07 0.30 -0.14 -0.54
O -5.3746 13.1223 2.6989 -0.06 -0.29 0.15 -0.56
H -3.8958 13.8444 0.6323 -0.01 0.01 0.02 0.41
H -4.0073 8.8902 1.6444 0.03 0.00 0.01 0.62
H -2.1143 10.1958 -1.0883 0.00 -0.04 0.02 0.36
H -5.7930 12.5359 3.3600 0.02 0.03 -0.01 0.36
C 6.0866 -1.4527 -4.7710 -0.26 0.04 0.11 -0.99
C 6.9627 -1.8062 -5.7201 0.10 0.15 0.39 0.39
C 6.5137 -2.3036 -7.0639 -0.49 -0.13 -0.32 0.95
O 7.3622 -2.5902 -7.8859 0.23 0.05 0.17 -0.61
C 5.0829 -2.4207 -7.3106 0.25 -0.03 -0.09 -0.89
C 4.2081 -2.0701 -6.3602 -0.11 -0.16 -0.38 0.27
C 4.6583 -1.5487 -5.0273 0.49 0.11 0.29 0.94
O 3.8091 -1.2309 -4.2133 -0.20 -0.06 -0.25 -0.48
O 2.8932 -2.1586 -6.5319 0.03 0.13 0.33 -0.58
O 8.2755 -1.7407 -5.5406 -0.01 -0.12 -0.33 -0.57
H 6.3986 -1.0913 -3.8012 0.03 0.01 -0.01 0.46
H 4.7705 -2.7953 -8.2750 -0.03 0.01 0.00 0.43
H 2.4884 -1.8431 -5.7005 -0.02 -0.01 -0.06 0.32
H 8.6784 -2.0491 -6.3767 0.01 0.02 0.04 0.36
C 7.3116 3.6499 1.6290 0.26 0.05 0.06 -0.91
C 6.2029 2.9088 1.7473 0.03 0.36 -0.25 0.29
C 6.1622 1.6815 2.6100 0.34 -0.31 0.34 1.00
O 5.1160 1.0650 2.6861 -0.17 0.10 -0.17 -0.56
C 7.3781 1.2888 3.3076 -0.26 -0.07 -0.05 -1.04
C 8.4878 2.0280 3.1868 -0.05 -0.37 0.23 0.45
C 8.5218 3.2705 2.3449 -0.34 0.35 -0.37 1.02
O 9.5584 3.9044 2.2938 0.16 -0.18 0.17 -0.62
O 9.6245 1.7167 3.7985 0.10 0.29 -0.16 -0.57
O 5.0728 3.2065 1.1157 -0.08 -0.30 0.18 -0.55
H 7.3521 4.5366 1.0126 -0.03 0.00 0.00 0.43
H 7.3415 0.3940 3.9128 0.02 0.01 0.02 0.43
H 10.2650 2.4115 3.5472 -0.01 -0.03 0.03 0.36
H 4.4286 2.5166 1.3715 -0.01 0.04 -0.03 0.27
```
Forces are in eV/Å.

## Properties
Molecular weight: 1120.865 g/mol
E: -4381.67579 Eh
Gap between HOMO and LUMO: 0.236 Ha
Total charge: 0
SMILES string: CCOCCOCCOCPCCOC(=O)CC.O=C1C=C(O)C(=O)C=C1O.O=C1C=C(O)C(=O)C=C1O.O=C1C=C(O)C(=O)C=C1O.O=C1C=C(O)C(=O)C=C1O.O=C1C=C(O)C(=O)C=C1O.O=C1C=C(O)C(=O)C=C1O
Energy relative to the best compared isomer or geometry (same formula, charge and spin): 0.5771 eV

***

2.
A molecular structure, C48H50AsN5O2RhSTe. Source: OMol25; level of theory: ωB97M-V/def2-TZVPD.

Structure (XYZ):
```
109
Properties=species:S:1:pos:R:3:forces:R:3:mulliken_charge:R:1
Rh -1.0531 -0.2172 -0.5920 -0.85 -1.17 2.52 1.14
N -2.1740 -1.7566 3.4992 -0.14 0.06 -0.11 -0.27
C -1.8646 -1.6088 2.2020 0.66 -0.41 -0.79 0.07
S -2.7040 -0.3819 1.3265 0.79 0.95 -1.37 -0.23
N -0.9939 -2.4258 1.6676 0.08 -0.62 1.72 -1.52
N -0.6352 -2.2288 0.4211 -0.52 1.53 -2.14 1.73
C 0.1526 -3.0666 -0.1789 -0.42 0.21 0.97 0.55
C 0.7365 -4.2456 0.4996 0.07 0.00 0.27 -1.28
C 1.7845 -4.0616 1.3938 -0.07 -0.01 -0.15 0.33
C 2.3786 -5.1584 1.9929 0.08 0.04 0.02 -0.65
C 1.9235 -6.4377 1.7228 -0.01 0.00 -0.02 -0.58
C 0.8600 -6.6171 0.8529 -0.01 -0.17 0.03 -0.77
C 0.2693 -5.5278 0.2393 -0.08 0.13 -0.10 0.16
C 0.4656 -2.7996 -1.5644 0.24 0.20 -1.00 -0.36
C 1.4031 -3.5521 -2.2848 -0.31 0.10 0.32 -0.63
C 1.6415 -3.2427 -3.6076 -0.25 0.32 -0.09 -1.10
C 0.9409 -2.1907 -4.1950 0.02 -0.21 0.06 -0.89
C 0.0309 -1.4971 -3.4214 0.09 -0.13 -0.32 -0.36
N -0.1960 -1.7835 -2.1442 0.57 0.69 0.15 1.21
H -2.9163 -1.2054 3.8926 0.06 -0.03 0.07 0.21
H -1.8036 -2.5405 4.0096 -0.02 -0.06 -0.07 0.30
H 2.1353 -3.0628 1.6011 0.05 0.16 0.09 0.52
H 3.2026 -5.0051 2.6710 0.07 -0.02 0.05 0.43
H 2.3994 -7.2914 2.1844 -0.01 -0.03 0.03 0.43
H 0.4896 -7.6108 0.6522 -0.04 -0.09 -0.04 0.41
H -0.5614 -5.6704 -0.4371 -0.07 -0.03 -0.09 0.47
H 1.9287 -4.3552 -1.7921 0.01 -0.06 0.03 0.62
H 2.3524 -3.8129 -4.1830 0.13 -0.04 -0.04 0.46
H 1.1007 -1.9188 -5.2254 -0.01 0.03 -0.11 0.55
H -0.5587 -0.6828 -3.8355 0.19 0.02 -0.01 0.29
C 2.2381 5.2463 2.9775 -0.05 0.25 -0.02 -1.81
C 1.8386 3.9092 2.4538 -0.37 -0.24 -0.37 0.29
C 2.6071 2.7692 2.6866 -0.37 0.21 -0.11 -0.19
C 2.2355 1.5247 2.2214 -0.58 -0.23 -0.69 1.35
C 3.1716 0.3739 2.4144 -0.09 0.41 -0.40 -0.51
O 4.2758 0.4201 1.9079 -0.02 -0.18 0.23 -0.64
C 2.7392 -0.7673 3.2445 0.15 -0.57 0.29 0.30
C 3.6601 -1.7990 3.4518 -0.09 0.24 -0.02 -0.25
C 3.3503 -2.8587 4.2774 0.01 -0.01 0.09 -0.87
C 2.1030 -2.9198 4.8821 -0.07 0.05 -0.06 -0.50
C 1.1768 -1.9117 4.6615 0.01 -0.08 0.13 -0.73
C 1.4935 -0.8260 3.8642 0.18 -0.02 -0.16 -0.12
C 1.0590 1.3580 1.4191 0.39 2.37 0.32 -0.73
O 0.7257 0.2286 0.9427 -1.54 -2.47 -1.30 -0.11
C 0.3072 2.5629 1.1563 0.23 -1.01 -0.20 -0.83
C 0.6830 3.7756 1.6805 0.68 0.35 0.68 0.00
C -0.8824 2.3843 0.3071 0.58 0.17 0.43 0.55
N -0.7666 2.0165 -0.9428 -0.74 -1.25 0.28 -1.03
C 0.4707 2.3352 -1.6443 0.46 0.06 -0.47 -1.33
C 1.4454 1.1806 -1.8031 0.14 0.27 -0.31 1.23
Te 2.9508 1.5931 -3.2977 0.13 0.17 0.65 0.27
C 4.1248 2.6909 -1.8775 -0.30 -0.30 -0.50 -0.24
C 4.3151 4.0546 -2.0400 -0.10 0.04 -0.12 -0.31
C 5.0632 4.7584 -1.1110 0.01 0.11 -0.04 -0.57
C 5.6205 4.1028 -0.0261 0.05 0.00 0.06 -0.49
C 5.4303 2.7398 0.1322 0.02 0.02 0.05 -0.56
C 4.6843 2.0322 -0.7951 -0.01 -0.18 0.01 -0.13
C -2.1897 2.6072 0.9135 -0.54 0.24 0.10 0.64
C -2.3257 2.7640 2.2965 0.19 -0.02 -0.18 -0.01
C -3.5686 2.9866 2.8545 -0.12 0.05 0.14 -1.01
C -4.6937 3.0611 2.0490 0.06 -0.02 0.02 -0.48
C -4.5663 2.9375 0.6721 -0.03 -0.11 -0.06 -0.64
C -3.3260 2.7182 0.1076 0.20 0.01 0.09 -0.21
H 3.1492 5.1798 3.5658 0.05 0.08 0.05 0.39
H 1.4442 5.6600 3.6000 0.07 0.10 0.10 0.38
H 2.4010 5.9421 2.1530 0.10 0.08 0.05 0.37
H 3.5228 2.8577 3.2537 0.13 0.00 0.07 0.42
H 4.6221 -1.7274 2.9677 0.10 0.01 -0.03 0.46
H 4.0827 -3.6305 4.4609 0.06 -0.09 0.03 0.56
H 1.8529 -3.7510 5.5238 -0.03 -0.08 0.07 0.44
H 0.2104 -1.9587 5.1407 -0.07 0.02 0.08 0.67
H 0.7786 -0.0297 3.7266 -0.07 0.10 -0.07 0.40
H 0.0820 4.6483 1.4668 -0.09 0.17 0.00 0.61
H 0.9848 3.1722 -1.1534 -0.16 -0.10 -0.12 0.61
H 0.1495 2.6746 -2.6387 0.17 0.00 0.17 0.78
H 0.9178 0.2838 -2.1182 0.19 0.03 -0.05 -1.07
H 1.9800 0.9718 -0.8818 0.02 -0.10 -0.07 -0.57
H 3.8792 4.5639 -2.8874 -0.03 0.07 -0.04 0.41
H 5.2091 5.8205 -1.2440 0.03 0.08 0.02 0.40
H 6.2092 4.6533 0.6930 0.04 0.05 0.06 0.43
H 5.8559 2.2094 0.9698 0.01 0.00 0.08 0.46
H 4.5487 0.9676 -0.6611 -0.01 -0.03 0.01 0.51
H -1.4562 2.6966 2.9350 0.04 -0.06 -0.03 0.37
H -3.6600 3.0977 3.9267 -0.02 0.01 0.01 0.46
H -5.6647 3.2248 2.4905 -0.09 0.04 0.03 0.44
H -5.4376 3.0140 0.0416 -0.15 0.06 -0.09 0.46
H -3.1953 2.6478 -0.9620 -0.04 0.03 -0.09 0.55
C -2.3327 1.5544 -4.2919 0.02 -0.12 0.17 -1.05
C -3.5385 1.0534 -3.5074 0.47 0.05 0.31 -0.86
As -3.1195 -0.4233 -2.2342 -0.54 -0.30 0.40 0.66
C -4.8427 -0.5561 -1.2644 0.16 -0.08 0.29 -0.58
C -6.1068 -0.6525 -2.1146 0.31 0.03 -0.19 -1.36
C -3.2873 -2.0735 -3.3509 0.36 -0.11 0.14 -0.50
C -3.8544 -1.8675 -4.7487 -0.02 0.30 0.12 -1.33
H -2.5974 2.4452 -4.8601 0.04 0.02 -0.02 0.50
H -1.9792 0.8036 -4.9995 0.05 0.01 -0.03 0.23
H -1.5230 1.8076 -3.6069 0.05 0.05 -0.10 -0.09
H -4.3253 0.7303 -4.1914 0.01 -0.17 0.27 0.69
H -3.9399 1.8636 -2.8928 -0.03 -0.14 0.02 0.53
H -4.9143 0.2974 -0.5828 0.18 -0.08 -0.07 0.25
H -4.7531 -1.4521 -0.6390 0.11 0.21 -0.03 0.48
H -6.1965 0.1913 -2.7995 -0.09 -0.03 -0.02 0.31
H -6.9821 -0.6502 -1.4644 0.03 0.00 0.00 0.43
H -6.1290 -1.5785 -2.6903 -0.04 0.05 -0.06 0.30
H -3.9281 -2.7550 -2.7831 0.10 0.17 0.12 0.67
H -2.3084 -2.5509 -3.4314 -0.12 0.09 0.18 0.27
H -4.8148 -1.3553 -4.7187 -0.02 0.01 -0.10 0.26
H -4.0133 -2.8267 -5.2371 0.05 -0.09 0.01 0.44
H -3.1656 -1.2871 -5.3636 -0.09 0.02 -0.08 0.26
```
Forces are in eV/Å.

## Properties
Molecular weight: 1066.456 g/mol
E: -5295.62543 Eh
Gap between HOMO and LUMO (spin up / spin down): 0.189 / 0.189 Ha
Total charge: +1

***

| no. | F_max (Eh/bohr) |
| --- | --- |
| 1 | 0.051 |
| 2 | 0.062 |